Entry one
DFT (ωB97M-V with the def2-TZVPD basis set) results for a 2-piece molecular cluster, C10H16 overall.

Geometry (Å):
C  -2.08829  0.14474  -0.91661
C  0.29390  0.69216  3.21986
C  -0.46407  -1.54748  -1.57674
C  1.03741  1.87470  -1.94975
C  -1.21512  1.21018  -1.14552
C  1.43434  -0.31235  3.11763
C  0.44417  -0.53056  -1.65727
C  1.22646  -1.41381  1.98935
C  0.02350  0.82097  -1.64950
C  -1.75462  -1.16728  -1.16726
H  0.13363  -1.28877  1.76209
H  1.43049  2.50637  -1.11732
H  -3.05912  0.31605  -0.43917
H  -1.36024  2.21140  -0.80365
H  1.50641  -0.69268  -1.51681
H  -2.44958  -1.90409  -0.81786
H  2.37461  0.22993  3.04382
H  1.36871  -2.32806  2.53741
H  0.78538  2.55045  -2.75834
H  1.66269  -0.86283  4.04788
H  -0.60594  0.13860  3.47120
H  0.36132  1.27936  2.28674
H  1.96860  1.39900  -2.30787
H  0.66464  1.54293  3.84630
H  -0.18697  -2.57121  -1.74276
H  1.84658  -1.08008  1.16790

Values from the calculation:
* HOMO-LUMO gap: 9.799 eV
* SMILES string: Cc1ccccc1.CCC
* molecular weight: 136.24 g mol⁻¹
* lowest unoccupied orbital energy: 1.0 eV

Entry two
DFT (ωB97M-V with the def2-TZVPD basis set) results for a 2-piece molecular cluster, C10H16 overall.

Geometry (Å):
C  0.60752  -0.99796  -0.79078
C  -0.33977  -2.15914  -0.53514
C  0.11094  0.00007  -1.56095
C  -1.59864  -0.50567  1.74017
C  1.85768  -1.06306  -0.33572
C  0.80247  1.11294  -1.81742
C  -0.73812  1.84478  1.15654
C  2.69997  0.08015  -0.62424
C  2.08904  1.15620  -1.21026
C  -1.77568  0.75410  0.98525
H  -1.34340  -2.04526  -0.11288
H  -0.96344  -0.04318  -1.69413
H  3.82118  0.05307  -0.60414
H  -1.80466  0.42581  -0.10990
H  0.13796  -2.86790  0.13944
H  -0.65103  2.34801  2.08883
H  -2.09311  -0.52474  2.73512
H  2.68813  1.94710  -1.30896
H  2.16441  -1.96356  0.17451
H  0.54676  2.13394  -2.37896
H  -1.92861  -1.41199  1.11990
H  0.13216  1.23844  0.85428
H  -0.57671  2.54264  0.42015
H  -0.58305  -2.56521  -1.50729
H  -0.54554  -0.65518  1.93267
H  -2.71645  1.16562  1.24394

Values from the calculation:
* HOMO-LUMO gap: 10.126 eV
* SMILES string: Cc1ccccc1.CCC
* molecular weight: 136.24 g mol⁻¹
* lowest unoccupied orbital energy: 1.0 eV

entry one is the most stable structure; the next one sits 0.886 eV above it.

Entry one
DFT (ωB97M-V with the def2-TZVPD basis set) results for a 2-piece molecular cluster, C10H16 overall.

Geometry (Å):
C  2.36319  0.78013  0.51281
C  0.42494  -1.01003  1.19401
C  -0.73979  0.69029  2.55927
C  -1.38444  -1.33666  -1.86612
C  2.51280  -0.60053  0.09336
C  1.53320  -1.46589  0.42804
C  0.39090  0.24540  1.73818
C  1.50381  1.08067  1.52207
C  -0.82929  1.08298  -1.29496
C  -1.69370  0.12259  -2.24352
H  1.40708  2.12975  1.95737
H  -0.46067  0.54921  -0.48545
H  -0.51363  -1.40335  -1.15541
H  -1.55304  0.68308  1.76420
H  -0.35742  -1.92770  1.36834
H  -2.12217  -1.64260  -1.13327
H  -1.10475  0.19357  3.40127
H  -1.07988  -1.93122  -2.78232
H  -1.77622  0.34366  -3.35776
H  0.07393  1.29167  -1.94843
H  -1.29341  1.87827  -0.96896
H  -0.67378  1.69613  2.85562
H  1.54359  -2.64017  0.02763
H  3.47510  -0.68761  -0.36407
H  -2.80672  0.46363  -2.06502
H  3.16038  1.41474  0.24313

Values from the calculation:
* HOMO-LUMO gap: 9.976 eV
* SMILES string: Cc1ccccc1.CCC
* molecular weight: 136.24 g mol⁻¹
* lowest unoccupied orbital energy: 1.0 eV

Entry two
DFT (ωB97M-V with the def2-TZVPD basis set) results for a 2-piece molecular cluster, C10H16 overall.

Geometry (Å):
C  1.72165  2.32934  1.55030
C  -1.31120  -2.95502  -1.80344
C  1.04913  1.15015  1.41558
C  1.21966  3.54170  0.96435
C  -0.02379  -2.36560  -2.41011
C  1.56448  -0.12310  2.02424
C  -1.86271  -2.10437  -0.66935
C  -0.72325  2.35346  0.40745
C  -0.27281  1.15238  0.86878
C  0.03795  3.54573  0.28859
H  -1.16320  -3.97753  -1.46405
H  0.90725  -0.46079  2.82113
H  -2.01351  -3.05770  -2.63639
H  0.91128  -2.78818  -2.05062
H  2.59141  -0.00811  2.37350
H  1.69870  -0.89526  1.25643
H  -0.31256  4.39615  -0.27560
H  2.72756  2.47985  1.91718
H  -1.75361  2.41823  0.05804
H  -1.02226  -1.65879  -0.12750
H  1.90410  4.37802  0.99370
H  -2.31774  -2.72697  0.11224
H  0.06441  -1.30519  -2.13437
H  -0.13770  -2.28335  -3.49193
H  -0.90406  0.28212  0.89966
H  -2.57918  -1.31719  -0.88781

Values from the calculation:
* HOMO-LUMO gap: 10.038 eV
* SMILES string: Cc1ccccc1.CCC
* molecular weight: 136.24 g mol⁻¹
* lowest unoccupied orbital energy: 1.0 eV

entry two is the most stable structure; the next one sits 2.277 eV above it.

Entry one
DFT (ωB97M-V with the def2-TZVPD basis set) results for a 2-piece molecular cluster, C10H16 overall.

Geometry (Å):
C  1.99159  0.80512  -2.18188
C  -2.59512  -0.90370  -0.22786
C  -1.74840  -2.18834  -0.13386
C  2.54816  0.14879  -1.09753
C  1.19227  2.02807  1.81288
C  1.33591  1.59678  0.40291
C  0.77718  2.20014  -0.71226
C  1.18974  1.90781  -2.02146
C  2.20631  0.49484  0.23531
C  -2.05879  -2.79268  1.23030
H  0.90123  1.21206  2.45950
H  0.72257  2.44915  -2.83379
H  2.64748  -0.01744  1.07056
H  2.20537  0.45787  -3.18142
H  -1.29064  -3.57450  1.37841
H  -3.42795  -0.82038  0.47192
H  2.16548  2.48021  2.08323
H  -1.86872  -2.07548  2.02472
H  -2.06152  -2.75746  -1.02646
H  0.59013  2.92212  1.99945
H  -3.03727  -3.27100  1.32132
H  3.39951  -0.52101  -1.22133
H  -0.68371  -1.85982  -0.04936
H  -1.98331  -0.00738  -0.24128
H  0.10895  3.03048  -0.44895
H  -3.22645  -0.94424  -1.11308

Values from the calculation:
* HOMO-LUMO gap: 9.966 eV
* SMILES string: Cc1ccccc1.CCC
* molecular weight: 136.24 g mol⁻¹
* lowest unoccupied orbital energy: 1.0 eV

Entry two
DFT (ωB97M-V with the def2-TZVPD basis set) results for a 2-piece molecular cluster, C10H16 overall.

Geometry (Å):
C  0.62759  -0.30173  -2.41015
C  -1.74580  -0.05602  -2.64953
C  -0.68244  -0.10513  3.43172
C  0.63888  0.79909  -1.57403
C  -0.60806  -0.78524  -2.94807
C  0.60378  -1.92540  2.11948
C  1.93264  1.35873  -1.11286
C  -0.49736  1.56718  -1.31847
C  -1.66475  1.13277  -1.90670
C  -0.01200  -0.48955  2.11317
H  0.64356  0.25357  1.61992
H  0.54968  -2.43826  1.15631
H  -0.48681  2.43042  -0.62614
H  1.64294  -1.77604  2.45181
H  1.47864  -0.88884  -2.67939
H  -0.82528  -0.37116  1.38125
H  -2.59419  1.69449  -1.79744
H  1.81647  2.36447  -0.70640
H  -0.59611  -1.62901  -3.63896
H  2.36246  0.70103  -0.30782
H  -2.76000  -0.33701  -2.92072
H  2.69263  1.48866  -1.87934
H  0.01061  -0.25790  4.29953
H  -1.50050  -0.83221  3.55703
H  -1.05001  0.92412  3.50500
H  0.02343  -2.52103  2.84078

Values from the calculation:
* HOMO-LUMO gap: 9.988 eV
* SMILES string: Cc1ccccc1.CCC
* molecular weight: 136.24 g mol⁻¹
* lowest unoccupied orbital energy: 1.0 eV

Entry three
DFT (ωB97M-V with the def2-TZVPD basis set) results for a 2-piece molecular cluster, C10H16 overall.

Geometry (Å):
C  -1.21425  0.66052  -1.56739
C  -0.08889  -0.57023  2.03107
C  1.20745  -0.64739  2.89754
C  -0.95969  -1.61780  -2.91330
C  1.54159  0.71020  -1.44425
C  0.93812  -0.39146  -2.08690
C  0.80812  1.72953  -0.90851
C  -0.61335  1.68793  -1.00307
C  -0.93164  0.50313  2.50490
C  -0.40979  -0.37012  -2.24314
H  -1.33741  2.46284  -0.47546
H  -0.69737  -2.34335  -2.08208
H  -0.68432  -1.60569  2.35657
H  -1.49336  0.91070  1.72325
H  -0.23904  -1.81093  -3.74442
H  -2.23891  0.73600  -1.61406
H  2.53714  0.81147  -1.71648
H  0.16981  -0.41417  0.96463
H  1.47308  -1.33820  3.74113
H  1.19841  0.27806  3.37591
H  -1.93635  -1.46964  -3.36117
H  1.36586  2.39903  -0.24525
H  -0.31600  1.37344  2.87694
H  -1.58245  0.24400  3.35564
H  1.54255  -1.18520  -2.60121
H  1.96068  -0.74266  2.17910

Values from the calculation:
* HOMO-LUMO gap: 9.887 eV
* SMILES string: Cc1ccccc1.CCC
* molecular weight: 136.24 g mol⁻¹
* lowest unoccupied orbital energy: 1.0 eV

entry two is the most stable structure; the next one sits 0.393 eV above it.